Entry 1:
{"formula": "C6H9N3", "method": "ωB97M-V/def2-TZVPD", "symbols": ["C", "C", "C", "C", "C", "C", "N", "N", "N", "H", "H", "H", "H", "H", "H", "H", "H", "H"], "coordinates": [[-2.266, 0.939, 0.210], [-0.362, -0.152, -0.277], [-0.192, 1.398, -0.183], [4.707, -0.482, -0.002], [3.589, -0.079, 0.160], [-2.272, -1.621, 0.011], [-1.445, 1.945, 0.109], [-1.815, -0.243, -0.067], [0.969, 1.904, -0.123], [-3.233, 1.100, 0.621], [-0.011, -0.590, 0.627], [5.597, -0.849, -0.326], [-0.054, -0.813, -1.032], [-1.503, -2.212, 0.512], [-3.233, -1.671, 0.611], [-2.394, -2.096, -0.994], [1.091, 2.943, -0.166], [2.826, 0.578, 0.310]], "relative_energy_ev": 3.099, "spin_multiplicity": 1, "gap_ha": 0.3377, "lumo_ev": 0.59, "e_tot_ha": -398.1616, "smiles": "[H]/N=C1/CN(C)C=N1.C#C"}



Entry 2:
{"formula": "C4H7NO", "method": "ωB97M-V/def2-TZVPD", "symbols": ["C", "N", "C", "C", "O", "C", "H", "H", "H", "H", "H", "H", "H"], "coordinates": [[1.277, -0.297, -1.073], [0.400, -0.324, 0.067], [-1.021, -0.635, -0.045], [-1.103, 0.014, 1.345], [-1.726, -0.125, 2.354], [0.061, 0.875, 0.825], [0.958, 0.398, -1.867], [2.280, -0.021, -0.730], [1.344, -1.308, -1.491], [-1.533, 0.152, -0.660], [-1.298, -1.657, -0.315], [0.843, 1.334, 1.433], [-0.484, 1.594, 0.156]], "relative_energy_ev": 2.509, "spin_multiplicity": 1, "gap_ha": 0.3760, "lumo_ev": 0.93, "e_tot_ha": -286.5394}